The following is a quantum chemistry calculation of a molecular structure, C47H57Cl2N4O3SSeTi, from the OMol25 dataset.

Results
Molecular weight = 955.8 g mol⁻¹
HOMO energy (spin up / spin down) = -2.33 / -4.68 eV
Gap between HOMO and LUMO (spin up / spin down) = 4.5 / 6.8 eV
Expectation value of S² = 2.026
Energy above the lowest of the compared OMol25 structures with the same formula, charge and spin = 0.0 kJ/mol
Calculated total energy = -186116.9658 eV

The geometry in ORCA input format:
```
! wB97M-V def2-TZVPD RIJCOSX def2/J DEFGRID3
* xyz -1 3
Ti -0.2836 -0.2068 1.6466
C 4.9132 -1.4766 -3.7112
C 3.7566 -2.4751 -3.7655
C 3.1651 -2.4386 -5.1819
C 4.3189 -3.8774 -3.4914
C 2.6741 -2.1516 -2.7385
C 2.7708 -1.1038 -1.8371
C 1.7660 -0.8685 -0.9104
Se 1.8503 0.6988 0.2224
C 0.6919 1.7716 -0.8794
C 1.2423 2.5161 -1.9063
C 0.4308 3.2733 -2.7378
C -0.9399 3.2016 -2.5020
C -1.5323 2.4461 -1.4972
C -0.6857 1.7487 -0.6018
O -1.1437 1.1136 0.4624
C -3.0717 2.4402 -1.4375
C -3.6836 1.3840 -0.5091
C -3.6339 2.1492 -2.8405
C -3.5592 3.8195 -0.9720
C 0.9653 4.1182 -3.8919
C 2.4925 4.0902 -3.9609
C 0.5217 5.5776 -3.7196
C 0.4164 3.5782 -5.2206
C 0.6296 -1.6861 -0.8185
O -0.2938 -1.4793 0.0939
C 0.4877 -2.7275 -1.7741
C 1.5139 -2.9309 -2.6825
C -0.7826 -3.5856 -1.7868
C -0.9436 -4.3357 -0.4547
C -2.0076 -2.6879 -2.0281
C -0.7568 -4.6343 -2.9015
H 5.6510 -1.7284 -4.4766
H 4.5679 -0.4579 -3.8978
H 5.4143 -1.4966 -2.7418
H 3.9355 -2.6716 -5.9225
H 2.3572 -3.1621 -5.2978
H 2.7615 -1.4482 -5.4014
H 5.1118 -4.1209 -4.2046
H 4.7308 -3.9322 -2.4821
H 3.5404 -4.6374 -3.5766
H 3.6234 -0.4374 -1.8406
H 2.3160 2.4892 -2.0359
H -1.5930 3.7689 -3.1549
H -3.3565 0.3833 -0.8017
H -3.4145 1.5518 0.5302
H -4.7727 1.4323 -0.6072
H -3.2546 1.1944 -3.2110
H -4.7245 2.0918 -2.7947
H -3.3762 2.9196 -3.5676
H -3.2105 4.0230 0.0423
H -3.1885 4.6113 -1.6265
H -4.6525 3.8564 -0.9715
H 2.9398 4.4677 -3.0394
H 2.8655 3.0790 -4.1337
H 2.8338 4.7195 -4.7862
H 0.9176 5.9898 -2.7896
H 0.8847 6.1875 -4.5517
H -0.5651 5.6633 -3.6871
H 0.7236 2.5407 -5.3650
H -0.6741 3.6091 -5.2401
H 0.7891 4.1718 -6.0603
H 1.4145 -3.7376 -3.3971
H -1.0268 -3.6392 0.3770
H -1.8425 -4.9591 -0.4856
H -0.0842 -4.9879 -0.2784
H -2.0651 -1.9038 -1.2758
H -1.9456 -2.2179 -3.0127
H -2.9235 -3.2863 -1.9927
H 0.0646 -5.3429 -2.7719
H -1.6915 -5.1996 -2.8805
H -0.6670 -4.1744 -3.8880
Cl 1.2234 2.5249 5.5473
C 1.8933 0.9897 5.0489
C 2.9809 0.4546 5.7240
C 3.4854 -0.7739 5.3395
Cl 4.8530 -1.4210 6.2217
C 2.9399 -1.5170 4.2762
C 3.3871 -2.7840 3.8122
C 2.7070 -3.3662 2.7319
C 1.6427 -2.7387 2.1361
N 1.1757 -1.5210 2.5547
C 1.8380 -0.9328 3.6112
C 1.2997 0.3142 3.9858
O 0.2547 0.7485 3.2920
H 3.4277 0.9945 6.5465
H 4.2290 -3.2708 4.2806
H 3.0232 -4.3261 2.3426
H 1.1256 -3.1809 1.2964
C -3.7129 -3.1788 3.4183
C -2.5443 -2.9568 4.1347
C -1.6707 -1.9812 3.6998
N -1.9189 -1.2397 2.6063
C -3.0640 -1.4308 1.9386
C -3.9815 -2.3952 2.3069
H -4.4054 -3.9512 3.7266
H -2.3036 -3.5430 5.0107
H -0.7401 -1.7678 4.2131
H -3.2265 -0.7730 1.0937
H -4.8861 -2.5256 1.7300
N 1.1563 3.2910 1.8386
H 0.1886 3.0120 1.9751
H 1.1635 4.2443 1.4963
H 1.5745 3.2909 2.7623
S -2.6618 2.8936 3.0957
C -2.7655 2.3082 4.6501
N -2.2309 1.0828 4.9363
C -2.2045 0.5134 6.1627
C -2.7445 1.1484 7.2306
C -3.3001 2.4371 7.0200
C -3.3028 3.0012 5.7832
H -1.7509 0.6423 4.1562
H -1.7206 -0.4504 6.2232
H -2.7192 0.6929 8.2084
H -3.7130 2.9833 7.8591
H -3.7042 3.9881 5.6085
*
```

***

The following is a quantum chemistry calculation of a molecular structure, C47H58AsN5O2PRbSi2, from the OMol25 dataset.

Results
Molecular weight = 972.5 g mol⁻¹
HOMO energy = 0.65 eV
Gap between HOMO and LUMO = 2.9 eV
Energy above the lowest of the compared OMol25 structures with the same formula, charge and spin = 113.8 kJ/mol
Calculated total energy = -147759.5368 eV

The geometry in ORCA input format:
```
! wB97M-V def2-TZVPD RIJCOSX def2/J DEFGRID3
* xyz -2 1
Rb 0.4574 -0.0357 -0.5793
O 0.0817 -2.2840 -1.7285
N 0.0181 -2.3958 -2.9706
N -0.0162 -1.2648 -3.6008
O -0.0013 -0.0922 -3.0302
C -0.1906 -1.3443 -5.0258
C -0.5920 -0.1890 -5.6725
C -0.7719 -0.2099 -7.0532
C -0.5450 -1.3686 -7.7771
C -0.1319 -2.5181 -7.1120
C 0.0515 -2.5130 -5.7370
H -0.7453 0.6993 -5.0755
H -1.0911 0.6941 -7.5583
H -0.6822 -1.3797 -8.8516
H 0.0566 -3.4301 -7.6660
H 0.3715 -3.3998 -5.2100
C -3.0113 3.2334 1.9556
Si -1.1702 2.5597 1.8759
C -0.3429 4.3360 1.5813
C -0.8392 2.4397 3.8037
C -1.2293 3.4873 4.6555
C -1.0169 3.4631 6.0277
C -0.3895 2.3590 6.5961
C 0.0091 1.3097 5.7781
C -0.1952 1.3055 4.3867
Si 0.4960 -0.1761 3.3038
C 2.4031 0.1300 3.7333
C 0.2021 -1.6355 4.5900
H -3.1226 4.1871 2.4996
H -3.6556 2.4920 2.4463
H -3.4099 3.3789 0.9416
H -0.8785 5.1738 2.0648
H -0.2626 4.5694 0.5106
H 0.6803 4.3284 1.9789
H -1.7191 4.3587 4.2242
H -1.3330 4.2968 6.6500
H -0.2107 2.3193 7.6679
H 0.5041 0.4587 6.2396
H 2.7139 -0.3044 4.6996
H 2.5949 1.2089 3.7840
H 3.0667 -0.2714 2.9570
H 0.5785 -1.4700 5.6145
H 0.6751 -2.5548 4.2188
H -0.8735 -1.8427 4.6577
C 3.0784 -3.0274 2.2316
C 3.9885 -4.2375 2.0733
As 5.1911 -4.3703 3.6143
C 6.5251 -5.5993 2.8589
C 7.7901 -5.6488 3.4375
C 8.7621 -6.5138 2.9508
C 8.4727 -7.3506 1.8814
C 7.2156 -7.3187 1.3057
C 6.2435 -6.4439 1.7932
C 6.1889 -2.7264 3.2580
C 6.1196 -1.6956 4.1841
C 6.7613 -0.4832 3.9383
C 7.4803 -0.3098 2.7690
C 7.5541 -1.3366 1.8369
C 6.9045 -2.5409 2.0788
P 2.0284 -2.5499 0.7835
C 1.1465 -4.1403 0.5212
C -0.1415 -4.1905 1.0530
C -0.8970 -5.3534 0.9634
C -0.3822 -6.4737 0.3256
C 0.8965 -6.4316 -0.2156
C 1.6558 -5.2726 -0.1099
C 3.3107 -2.4927 -0.5386
C 3.1395 -2.9949 -1.8312
C 4.0719 -2.7347 -2.8294
C 5.1971 -1.9687 -2.5628
C 5.3775 -1.4550 -1.2851
C 4.4428 -1.7084 -0.2901
H 3.6461 -2.1350 2.4976
H 2.3756 -3.1645 3.0559
H 4.5955 -4.1677 1.1669
H 3.4075 -5.1595 2.0251
H 8.0281 -4.9929 4.2678
H 9.7452 -6.5304 3.4056
H 9.2299 -8.0238 1.4971
H 6.9821 -7.9649 0.4681
H 5.2680 -6.4244 1.3229
H 5.5326 -1.8191 5.0859
H 6.6758 0.3251 4.6527
H 7.9706 0.6359 2.5715
H 8.1015 -1.1978 0.9124
H 6.9504 -3.3306 1.3369
H -0.5450 -3.3072 1.5401
H -1.8952 -5.3749 1.3828
H -0.9772 -7.3757 0.2430
H 1.3039 -7.2998 -0.7207
H 2.6506 -5.2472 -0.5414
H 2.2540 -3.5707 -2.0672
H 3.9050 -3.1259 -3.8263
H 5.9176 -1.7604 -3.3449
H 6.2413 -0.8405 -1.0602
H 4.5966 -1.2763 0.6932
C -5.1452 1.5039 -1.7699
N -3.8100 1.4494 -2.3390
C -3.2480 0.1072 -2.3350
C -2.9121 2.4576 -1.9608
N -1.7647 2.1487 -1.5140
N -3.4412 3.7580 -2.0887
C -2.6763 4.8173 -1.4676
C -3.9585 4.1198 -3.3935
H -5.1711 1.0485 -0.7709
H -5.8416 0.9603 -2.4144
H -5.4791 2.5344 -1.6763
H -3.8954 -0.5487 -2.9232
H -3.1711 -0.2916 -1.3156
H -2.2468 0.1208 -2.7614
H -1.1645 2.9561 -1.3838
H -1.7720 5.0754 -2.0423
H -2.3798 4.5383 -0.4587
H -3.3006 5.7106 -1.4023
H -4.4546 3.2674 -3.8498
H -3.1564 4.4536 -4.0710
H -4.6775 4.9376 -3.2965
*
```